The following is a DFT calculation (the ωB97M-V functional and the def2-TZVPD basis) of 2 unconnected molecules or ions with the total composition C5H12O4 in a non-equilibrium geometry.

Last column: Löwdin charge in e.
Geometry (Å):
C (2.2190, 0.7402, -0.1333)  -0.08
C (-1.0874, 1.0437, -0.4931)  -0.01
C (1.0670, 0.0144, 0.6724)  -0.14
C (-0.1298, -0.1154, -0.3726)  -0.38
C (-1.3875, -1.4575, 0.6748)  -0.47
O (0.0874, -0.8226, -1.5074)  0.01
O (-2.2177, -2.1922, -0.2104)  0.03
O (-0.4942, -2.2618, 1.4298)  0.00
O (-2.1665, -0.6280, 1.5748)  -0.02
H (2.0977, 1.8403, -0.2892)  0.08
H (2.2197, 0.1799, -1.0157)  0.04
H (3.1467, 0.6708, 0.5106)  0.09
H (-1.8712, 0.7785, -1.2351)  0.11
H (-1.6129, 1.0016, 0.4515)  0.07
H (-0.6885, 1.9238, -0.7776)  0.04
H (1.5206, -0.9575, 0.7315)  0.08
H (0.7169, 0.2873, 1.6768)  0.12
H (-0.7320, -0.9208, -2.0303)  0.12
H (-2.6898, -2.9157, 0.2046)  0.10
H (0.2266, -2.3945, 0.7749)  0.10
H (-1.6234, -0.5475, 2.3782)  0.10

E_HOMO ... -8.02 eV
ΔE to the lowest compared entry with this formula, charge and spin ... 3.143 eV
Spin multiplicity ... 1
HOMO-LUMO gap ... 8.65 eV
M ... 136.147 g mol⁻¹

***

The following is a DFT calculation (the ωB97M-V functional and the def2-TZVPD basis) of a molecular structure, C13H11AsBrNO11S2Sn.

Last column: Löwdin charge in e.
Geometry (Å):
Sn (1.4770, 0.7293, 1.0333)  1.36
O (1.2930, -2.2057, -1.9642)  -0.23
As (0.1960, -2.2129, -0.5944)  0.88
O (-0.2670, -3.6895, -0.1432)  -0.42
O (0.8278, -1.1819, 0.5658)  -0.60
C (-1.2027, -1.1895, -1.4812)  -0.24
C (-1.6530, -1.4500, -2.7042)  -0.05
C (-2.6693, -0.6863, -3.3994)  -0.04
C (-2.8359, 0.6309, -3.2499)  -0.04
C (-1.9860, 1.4947, -2.3528)  -0.26
C (-2.1428, 0.9547, -0.9820)  -0.21
S (-2.5878, 2.0626, 0.3589)  0.45
O (-3.0088, 1.2582, 1.4632)  -0.34
O (-3.5016, 3.0353, -0.1528)  -0.26
O (-1.1667, 2.4299, 0.2976)  -0.32
H (1.9683, -2.8874, -1.8540)  0.06
H (-1.2298, -2.3218, -3.1898)  0.13
H (-3.2992, -1.2149, -4.1044)  0.12
H (-3.6317, 1.1399, -3.7771)  0.13
H (-2.3814, 2.5097, -2.3486)  0.13
Br (-1.1043, 0.1090, 3.4240)  0.89
C (0.6011, -0.3105, 4.0761)  -0.71
C (0.8080, -0.7092, 5.3864)  -0.08
C (2.1091, -0.9557, 5.7907)  -0.03
C (3.1527, -0.8094, 4.8892)  0.02
C (2.8506, -0.4153, 3.6014)  -0.17
N (1.5971, -0.1664, 3.2144)  -0.05
C (3.9240, -0.2550, 2.5381)  -0.59
O (5.0720, -0.5067, 2.8175)  0.10
O (3.4747, 0.1564, 1.3934)  -0.23
H (-0.0291, -0.8142, 6.0598)  0.11
H (2.3049, -1.2613, 6.8100)  0.12
H (4.1849, -0.9968, 5.1451)  0.13
C (0.0208, 1.0988, -4.3869)  -0.11
S (-0.1936, 1.7541, -2.7564)  0.67
O (-1.7890, -0.2256, -0.6561)  0.07
O (-0.0242, 3.1715, -2.8202)  -0.27
O (0.5810, 0.9555, -1.8452)  -0.38
H (-0.8169, 1.3777, -5.0210)  0.08
H (0.1476, 0.0209, -4.3334)  0.07
H (0.9303, 1.5773, -4.7481)  0.08

E_HOMO ... -9.31 eV
ΔE to the lowest compared entry with this formula, charge and spin ... 0.370 eV
Spin multiplicity ... 1
HOMO-LUMO gap ... 7.80 eV
M ... 694.898 g mol⁻¹

***

The following is a DFT calculation (the ωB97M-V functional and the def2-TZVPD basis) of 2 unconnected molecules or ions with the total composition C4H12N2S2 in a non-equilibrium geometry.

Last column: Löwdin charge in e.
Geometry (Å):
S (0.3022, 1.9353, -2.2071)  0.54
S (0.9586, 1.0260, 1.5104)  0.76
C (-0.4128, 1.0239, 0.4493)  -0.71
C (-0.5778, -0.2659, -0.3975)  -0.52
C (-0.6992, -1.5445, 0.4971)  -0.23
N (0.6175, -2.0346, 0.8360)  -0.12
C (0.5860, -2.7965, 2.1034)  -0.12
N (-1.6208, -0.1056, -1.3694)  0.02
H (-0.2664, 2.7359, -3.1192)  -0.24
H (-0.2166, 1.8357, -0.3338)  -0.06
H (-1.3295, 1.3062, 0.9851)  0.09
H (0.3773, -0.4117, -0.8940)  0.10
H (-1.2941, -2.2213, -0.1270)  0.12
H (-1.2896, -1.2512, 1.3911)  0.12
H (1.1167, -1.1772, 1.0942)  -0.01
H (0.0768, -3.7394, 1.9207)  0.08
H (0.0551, -2.2624, 2.8887)  0.07
H (1.6224, -2.9696, 2.3754)  0.08
H (-2.3210, 0.5139, -0.9298)  0.09
H (-1.1551, 0.5124, -2.0421)  -0.07

E_HOMO ... -8.91 eV
ΔE to the lowest compared entry with this formula, charge and spin ... 4.607 eV
Spin multiplicity ... 1
HOMO-LUMO gap ... 5.20 eV
M ... 152.288 g mol⁻¹

***

The following is a DFT calculation (the ωB97M-V functional and the def2-TZVPD basis) of a single C23H22N2O3 molecule.

Last column: Löwdin charge in e.
Geometry (Å):
C (2.2862, -0.5519, 4.0984)  -0.04
O (1.8418, -0.1708, 2.7904)  -0.03
C (0.5704, -0.4993, 2.5025)  -0.49
O (-0.1567, -1.0607, 3.2799)  0.12
C (0.2169, -0.1190, 1.0837)  -0.19
C (-1.3015, -0.1235, 0.9133)  -0.18
N (-1.6947, 0.7329, -0.1943)  -0.04
C (-3.0991, 0.6165, -0.5324)  -0.17
C (-3.4065, 1.2765, -1.8555)  -0.18
C (-4.5646, 0.9248, -2.5351)  0.04
C (-4.8735, 1.5006, -3.7593)  -0.30
O (-6.0287, 1.1036, -4.3630)  0.06
C (-4.0183, 2.4307, -4.3302)  0.03
C (-2.8565, 2.7765, -3.6467)  -0.22
C (-1.9565, 3.7291, -4.2428)  -0.18
N (-1.2400, 4.4831, -4.7315)  0.16
C (-2.5436, 2.2138, -2.4145)  0.01
C (0.9682, -1.1211, 0.1558)  -0.09
C (0.4017, -1.2275, -1.2359)  -0.19
C (-0.4315, -2.2655, -1.5539)  -0.04
C (-1.0701, -2.3438, -2.8115)  -0.07
C (-0.8676, -1.3706, -3.7429)  -0.03
C (-0.0021, -0.2817, -3.4677)  -0.17
C (0.1954, 0.7549, -4.4126)  -0.04
C (0.9954, 1.8225, -4.1272)  -0.08
C (1.6496, 1.8953, -2.8792)  -0.06
C (1.4850, 0.9068, -1.9505)  -0.02
C (0.6518, -0.2116, -2.2127)  -0.14
H (3.3177, -0.2215, 4.1670)  0.09
H (1.6775, -0.0700, 4.8611)  0.10
H (2.2198, -1.6314, 4.2224)  0.10
H (0.5802, 0.8942, 0.8984)  0.15
H (-1.6538, -1.1599, 0.7879)  0.13
H (-1.7670, 0.2498, 1.8273)  0.13
H (-1.1570, 0.4830, -1.0150)  0.07
H (-3.4281, -0.4336, -0.5899)  0.12
H (-3.6955, 1.0851, 0.2582)  0.13
H (-5.2429, 0.1863, -2.1248)  0.13
H (-6.1379, 1.5712, -5.1973)  0.11
H (-4.2418, 2.8802, -5.2900)  0.13
H (-1.6362, 2.5011, -1.9021)  0.12
H (2.0267, -0.8604, 0.1401)  0.12
H (0.8980, -2.1117, 0.6126)  0.13
H (-0.6189, -3.0374, -0.8164)  0.12
H (-1.7285, -3.1761, -3.0244)  0.10
H (-1.3657, -1.4107, -4.7042)  0.11
H (-0.3168, 0.6917, -5.3657)  0.12
H (1.1173, 2.6215, -4.8459)  0.10
H (2.2828, 2.7444, -2.6570)  0.11
H (1.9940, 0.9826, -0.9988)  0.11

E_HOMO ... -8.39 eV
ΔE to the lowest compared entry with this formula, charge and spin ... 1.680 eV
Spin multiplicity ... 1
HOMO-LUMO gap ... 8.77 eV
M ... 374.440 g mol⁻¹

***

The following is a DFT calculation (the ωB97M-V functional and the def2-TZVPD basis) of 2 unconnected molecules or ions with the total composition C2H5NO3S in a non-equilibrium geometry.

Last column: Löwdin charge in e.
Geometry (Å):
C (-0.0888, -0.2068, 0.8509)  -0.18
C (-0.7550, -0.3195, -0.5102)  -0.31
N (1.6386, -1.0438, -0.4044)  -0.17
O (-0.2681, -2.7518, -0.5966)  -0.48
O (1.2588, -0.6051, 0.6782)  -0.14
O (2.0187, 0.6060, -1.3538)  -0.17
S (0.2241, -1.5861, -1.3305)  0.97
H (-0.1155, 0.8163, 1.1459)  0.12
H (-0.4869, -0.9074, 1.6766)  0.16
H (-1.8394, -0.4917, -0.5649)  0.11
H (-0.6767, 0.6730, -1.0744)  0.12
H (2.9175, 0.3874, -1.1231)  -0.01

E_HOMO ... -10.16 eV
ΔE to the lowest compared entry with this formula, charge and spin ... 6.425 eV
Spin multiplicity ... 1
HOMO-LUMO gap ... 9.78 eV
M ... 123.133 g mol⁻¹

***

The following is a DFT calculation (the ωB97M-V functional and the def2-TZVPD basis) of a molecular structure, C11H11FN2 in a non-equilibrium geometry.

Last column: Löwdin charge in e.
Geometry (Å):
C (-3.3574, 0.4766, -0.6758)  -0.12
C (-3.2758, 0.1181, 0.6673)  -0.07
C (-2.3120, 0.1627, -1.5093)  -0.11
C (3.5381, -0.0913, -0.6456)  -0.13
C (-2.0330, -0.4508, 1.1952)  -0.01
C (-1.1435, -0.3362, -1.0115)  -0.06
C (2.6895, -1.1364, -0.2901)  -0.09
C (2.9414, 1.1175, -0.3570)  -0.08
C (-1.0429, -0.8406, 0.2747)  -0.26
C (1.5450, -0.5402, 0.2028)  -0.11
C (0.0542, -1.6117, 0.8143)  -0.15
N (1.6875, 0.7893, 0.2005)  -0.24
N (0.8410, 1.6612, 0.8192)  0.05
F (0.2529, -2.7643, 0.1601)  0.04
H (-4.2747, 1.0258, -0.9552)  0.11
H (-4.1143, 0.2997, 1.2994)  0.08
H (-2.4470, 0.5833, -2.5575)  0.13
H (4.5603, -0.0994, -1.1127)  0.11
H (-2.0598, -0.7453, 2.3211)  0.14
H (-0.2912, -0.4679, -1.7435)  0.14
H (2.7216, -2.1974, -0.4884)  0.10
H (3.2634, 2.1478, -0.4015)  0.10
H (0.2236, -1.6596, 1.8685)  0.13
H (0.7447, 2.5806, 0.1488)  0.16
H (1.2886, 1.9783, 1.7760)  0.14

E_HOMO ... -8.05 eV
ΔE to the lowest compared entry with this formula, charge and spin ... 3.902 eV
Spin multiplicity ... 1
HOMO-LUMO gap ... 8.78 eV
M ... 190.221 g mol⁻¹

***

The following is a DFT calculation (the ωB97M-V functional and the def2-TZVPD basis) of 2 unconnected molecules or ions with the total composition C2H10NOS2 in a non-equilibrium geometry.

Last column: Löwdin charge in e.
Geometry (Å):
N (1.2888, 0.8270, -0.2573)  0.12
C (0.6719, 1.3919, 1.0103)  -0.13
C (-0.7489, 0.7056, 1.2826)  -0.40
S (-1.4516, -0.6351, 0.1456)  0.45
S (-1.1989, -0.3883, -1.8067)  0.36
H (2.1558, 0.3391, -0.0651)  0.10
H (1.4178, 1.4687, -1.0665)  0.19
H (0.6946, 0.1302, -0.6205)  -0.03
H (0.4646, 2.4477, 0.7967)  0.13
H (1.4941, 1.1484, 1.7069)  0.12
H (-0.7470, 0.7129, 2.3455)  0.09
H (-1.3730, 1.5042, 1.0724)  0.02
H (-1.1580, -1.6906, -2.1472)  -0.13
H (3.5635, -0.2507, 1.7216)  0.04
H (3.3542, -1.6685, 1.4644)  0.12
O (2.9976, -0.7676, 1.1768)  -0.05

E_HOMO ... -12.29 eV
Net charge ... +1
ΔE to the lowest compared entry with this formula, charge and spin ... 2.034 eV
Spin multiplicity ... 1
HOMO-LUMO gap ... 9.05 eV
M ... 128.242 g mol⁻¹

***

The following is a DFT calculation (the ωB97M-V functional and the def2-TZVPD basis) of a molecular structure, C11H17BN6V in a non-equilibrium geometry.

Last column: Löwdin charge in e.
Geometry (Å):
C (-2.6006, -0.5577, 1.0551)  -0.07
N (-1.4372, -0.1433, 0.4815)  -0.11
N (-1.7670, 0.7054, -0.6157)  0.03
C (-3.1131, 0.8665, -0.5776)  -0.03
C (-3.6657, 0.0871, 0.4285)  -0.01
B (-0.8089, 1.7043, -1.4163)  -0.35
N (0.2522, 2.1195, -0.3309)  0.01
N (0.8863, 1.2724, 0.6068)  -0.09
C (1.8748, 1.9853, 1.1930)  -0.07
C (1.7405, 3.3220, 0.8132)  -0.01
C (0.6690, 3.3880, -0.0808)  0.00
V (0.2528, -0.4568, 1.3136)  0.83
N (-0.2812, 1.5020, -2.9983)  0.04
N (0.6411, 0.6081, -3.5573)  0.16
C (0.8404, 0.9453, -4.8278)  -0.05
C (0.0202, 2.0493, -5.1841)  0.10
C (-0.6687, 2.3489, -4.0133)  0.04
H (1.5519, 0.4330, -5.4532)  0.13
H (-1.3801, 3.1406, -3.8085)  0.15
H (-0.0250, 2.5671, -6.1240)  0.14
H (-1.4905, 2.7251, -1.5518)  0.12
H (0.1877, 4.2175, -0.5705)  0.14
H (-3.5792, 1.4784, -1.3220)  0.14
H (2.3896, 4.1202, 1.1242)  0.12
H (-4.7055, -0.0723, 0.6467)  0.12
H (2.5944, 1.5085, 1.8415)  0.13
H (-2.5974, -1.1913, 1.9349)  0.13
H (1.6309, -1.2185, 2.4985)  0.09
C (0.6832, -1.1500, 3.0862)  -0.04
H (0.6541, -0.2042, 3.6463)  0.11
H (-0.2772, -1.3329, 2.4679)  0.02
H (0.7314, -2.0282, 3.7343)  0.11
C (1.0821, -1.3601, -0.3556)  -0.11
H (1.2304, -2.4242, -0.1253)  0.03
H (2.0447, -0.8203, -0.4340)  0.03
H (0.4516, -1.1603, -1.2434)  0.02

E_HOMO (alpha / beta) ... -15.54 / -15.88 eV
Net charge ... +2
ΔE to the lowest compared entry with this formula, charge and spin ... 1.829 eV
Spin multiplicity ... 4
HOMO-LUMO gap (alpha / beta) ... 8.23 / 5.71 eV
M ... 295.055 g mol⁻¹

***

Question: ΔE to the lowest compared entry with this formula, charge and spin of number 7 (C2H10NOS2)?
Answer: 2.034 eV

***

Question: Among the records above, which one has the highest spin multiplicity?
Answer: C11H17BN6V

***

Question: Look up the ΔE to the lowest compared entry with this formula, charge and spin of the third one.
Answer: 4.607 eV